Computed, not measured: a structure of composition C41H66AsN5O6PPtSSi2, with the ωB97M-V functional and the def2-TZVPD basis.

XYZ file:
```
124
Properties=species:S:1:pos:R:3
Pt 0.07 -1.81 0.00
As -3.90 -1.89 -0.18
S -1.09 -0.41 -6.99
P -0.78 2.04 2.60
Si 2.17 -2.58 -0.24
Si 0.17 -2.98 1.94
O -0.08 -1.13 -2.32
O -1.39 -0.06 -0.89
O -1.10 0.59 -8.03
O -0.82 0.64 2.14
O -2.75 -2.81 -0.91
O -1.66 -1.70 -7.24
N 1.67 1.39 0.47
N -1.13 2.20 4.25
N 0.72 2.65 2.37
N -1.79 3.10 1.82
N -1.73 0.32 -5.69
C 2.21 -2.12 -5.48
C 0.95 -1.94 -6.03
C 4.24 -5.29 2.24
C 2.71 -3.78 1.12
C 1.58 2.45 -3.03
C 1.81 4.40 -1.69
C 4.39 -1.23 -4.59
C -1.85 -0.43 -4.43
C 3.32 -5.44 3.28
C 2.11 -4.77 3.24
C -1.00 -0.31 -2.06
C -4.55 -0.40 -1.22
C -0.07 -2.05 3.58
C 1.79 3.62 -0.53
C -2.01 0.77 5.99
C -2.83 3.87 -0.14
C 1.57 1.66 -1.90
C 1.70 3.84 -2.94
C 3.51 -1.24 -0.24
C 2.33 -3.42 -1.91
C -5.49 -2.93 0.18
C 1.41 0.42 -6.27
C -3.41 -1.14 1.51
C 2.69 3.58 3.22
C 1.23 3.91 2.89
C -3.91 3.24 0.74
C 3.08 2.54 2.18
C -2.38 1.51 4.70
C -1.59 0.46 -3.23
C -3.24 3.14 2.11
C 3.93 -4.46 1.17
C -1.57 3.19 0.36
C 1.79 1.76 1.85
C 3.07 -1.04 -5.29
C -0.03 1.75 5.13
C 1.79 -3.94 2.16
C -1.18 -4.31 1.94
C 1.68 2.23 -0.62
C 2.66 0.23 -5.70
C 0.56 -0.67 -6.41
C -0.73 1.46 6.45
H 4.26 -1.09 -3.52
H 1.76 0.83 2.40
H 1.59 -4.21 -2.03
H 0.66 4.24 3.76
H 5.12 -0.50 -4.94
H -3.58 2.25 2.64
H -0.83 1.20 -3.51
H 0.73 2.52 5.22
H 0.81 -1.44 3.81
H -4.78 -0.74 -2.22
H 3.33 4.47 3.21
H 4.66 -4.34 0.37
H -2.73 0.81 3.94
H 3.33 -3.85 -2.05
H -3.75 0.34 -1.24
H -5.81 -3.40 -0.76
H -6.29 -2.31 0.57
H 1.08 1.40 -6.58
H -5.44 0.02 -0.75
H -3.16 2.25 4.87
H 5.19 -5.81 2.27
H -0.96 2.39 6.96
H -2.48 1.02 -2.92
H 2.51 -3.11 -5.15
H -5.23 -3.71 0.89
H -1.05 -4.99 2.78
H -1.81 -0.28 5.77
H 3.85 1.85 2.53
H 3.32 1.07 -5.57
H -2.81 0.82 6.73
H -2.50 0.92 -5.96
H 1.71 4.45 -3.83
H 1.49 1.97 -4.00
H 1.21 0.48 0.33
H -0.66 3.77 0.16
H 3.32 -0.47 -0.99
H -0.12 0.84 7.11
H -2.50 -0.54 1.38
H 2.74 3.15 4.22
H -0.93 -1.38 3.50
H -2.99 3.70 -1.21
H -3.47 4.01 2.74
H 4.78 -2.23 -4.75
H 1.48 0.59 -1.99
H -0.23 -2.75 4.41
H 1.16 4.72 2.14
H 4.48 -1.71 -0.45
H -1.44 2.20 -0.09
H 3.47 3.01 1.27
H -2.17 -3.86 2.00
H -4.13 2.24 0.37
H 1.90 5.48 -1.58
H -2.78 4.95 0.03
H -4.84 3.81 0.77
H 3.56 -6.09 4.12
H -1.15 -4.89 1.01
H -2.82 -0.94 -4.36
H -1.09 -1.21 -4.43
H -3.21 -1.95 2.21
H 3.57 -0.75 0.73
H 1.84 4.11 0.43
H 1.40 -4.90 4.05
H 0.44 0.83 4.75
H -4.22 -0.51 1.89
H 2.14 -2.68 -2.69
H 0.27 -2.77 -6.16
```

## Properties
HOMO level = -4.8239 eV
Net charge = -1
Gap between HOMO and LUMO = 7.1 eV
Energy relative to the best compared isomer or geometry (same formula, charge and spin) = 3.5 kcal/mol